C22H23NO8 | ωB97M-V/def2-TZVPD

Computed properties:
* HOMO energy: -7.543 eV
* net charge: 0
* gap between HOMO and LUMO: 5.446 eV
* E: -41050.3696 eV
* largest force on an atom: 3.4 eV/Å
* molecular weight: 429.4 g mol⁻¹
* energy relative to the best compared isomer or geometry (same formula, charge and spin): 52.9 kcal per mole

Bonds (Å) are listed after each position.
Geometry (Å):
1 O -2.0523 0.7972 7.8574  C11 1.378, C30 1.439
2 O -4.2113 1.3066 7.8614  C11 1.217
3 O 3.0016 0.1811 1.4399  C28 1.448, C29 1.364
4 O -3.2441 -0.2992 3.0089  C25 1.456, C27 1.312
5 O -2.7512 -1.6462 5.3018  C23 1.205
6 O -1.0933 -0.3293 6.0480  C23 1.396, C30 1.440
7 O -5.5957 7.1502 5.6821  N9 1.259
8 O -4.7725 7.3057 3.6538  N9 1.245
9 N -5.1588 6.6276 4.6235  O7 1.259, O8 1.245, C19 1.422
10 C -3.2463 0.6796 5.7329  C11 1.494, C23 1.482, C31 1.473
11 C -3.2409 1.0055 7.1914  O1 1.378, O2 1.217, C10 1.494
12 C -5.2188 3.2237 5.9371  C18 1.379, C20 1.398, H51 1.080
13 C 0.9534 -1.0292 2.1283  C21 1.384, C29 1.422, H32 1.091
14 C -4.6846 4.4462 3.4996  C17 1.394, C19 1.414, H37 1.090
15 C -0.4655 2.0222 6.4781  C30 1.517, H41 1.102, H42 1.102, H54 1.098
16 C 0.2173 0.1477 8.0051  C30 1.536, H36 1.095, H40 1.098, H49 1.098
17 C -4.5202 3.0684 3.6349  C14 1.394, C20 1.409, H34 1.095
18 C -5.4451 4.5792 5.8196  C12 1.379, C19 1.400, H43 1.082
19 C -5.1099 5.2062 4.6134  N9 1.422, C14 1.414, C18 1.400
20 C -4.7512 2.4431 4.8758  C12 1.398, C17 1.409, C31 1.532
21 C -0.3664 -0.9275 2.5326  C13 1.384, C24 1.418, H44 1.088
22 C -0.1755 1.4979 2.5181  C24 1.412, C26 1.369, H46 1.086
23 C -2.4077 -0.5383 5.6271  O5 1.205, O6 1.396, C10 1.482
24 C -0.9496 0.3437 2.7696  C21 1.418, C22 1.412, C27 1.438
25 C -3.9018 -0.4225 1.7154  O4 1.456, H38 1.100, H39 1.102, H50 1.099
26 C 1.1217 1.4131 2.0891  C22 1.369, C29 1.411, H52 1.084
27 C -2.2738 0.5361 3.2948  O4 1.312, C24 1.438, H48 1.097
28 C 3.7558 -1.0479 1.3058  O3 1.448, H33 1.092, H45 1.102, H53 1.100
29 C 1.7148 0.1481 1.8898  O3 1.364, C13 1.422, C26 1.411
30 C -0.8658 0.6762 7.0528  O1 1.439, O6 1.440, C15 1.517, C16 1.536
31 C -4.5606 0.9434 5.1222  C10 1.473, C20 1.532, H35 1.099, H47 1.085
32 H 1.3960 -2.0111 1.9522  C13 1.091
33 H 4.7617 -0.7045 1.0538  C28 1.092
34 H -4.2090 2.4653 2.7750  C17 1.095
35 H -5.3214 0.6749 5.8679  C31 1.099
36 H 1.1847 0.2164 7.4974  C16 1.095
37 H -4.5133 4.9448 2.5452  C14 1.090
38 H -3.3073 0.0636 0.9279  C25 1.100
39 H -4.8793 0.0841 1.7721  C25 1.102
40 H 0.0114 -0.9024 8.2493  C16 1.098
41 H -0.4363 2.7514 7.3037  C15 1.102
42 H 0.5377 1.9443 6.0285  C15 1.102
43 H -5.8505 5.1635 6.6349  C18 1.082
44 H -0.9615 -1.8250 2.6864  C21 1.088
45 H 3.3745 -1.6782 0.4863  C28 1.102
46 H -0.6229 2.4757 2.6708  C22 1.086
47 H -4.7180 0.3301 4.2415  C31 1.085
48 H -2.5073 1.5324 3.6898  C27 1.097
49 H 0.2433 0.7528 8.9204  C16 1.098
50 H -4.0182 -1.4966 1.5116  C25 1.099
51 H -5.3863 2.7713 6.9040  C12 1.080
52 H 1.7047 2.2986 1.8616  C26 1.084
53 H 3.7490 -1.6045 2.2550  C28 1.100
54 H -1.2010 2.3391 5.7270  C15 1.098

C24H48O24 | ωB97M-V/def2-TZVPD

Computed properties:
* HOMO energy: -9.906 eV
* net charge: 0
* gap between HOMO and LUMO: 10.426 eV
* E: -74792.9191 eV
* largest force on an atom: 9.8 eV/Å
* molecular weight: 720.6 g mol⁻¹
* SMILES string: COC(=O)OC.COC(=O)OC.COC(=O)OC.COC(=O)OC.COC(=O)OC.COC(=O)OC.COC(=O)OC.COC(=O)OC
* energy relative to the best compared isomer or geometry (same formula, charge and spin): 318.9 kcal per mole

Bonds (Å) are listed after each position.
Geometry (Å):
1 O -1.7918 0.4053 -5.8204  C34 1.407, C45 1.345
2 O 3.7420 2.6811 -2.2707  C25 1.326, C33 1.441
3 O -2.5065 -4.2693 0.2178  C29 1.368, C35 1.385
4 O 2.0227 1.5724 -3.2482  C25 1.360, C48 1.396
5 O 0.5528 -2.6261 -0.3592  C27 1.392, C44 1.285
6 O -3.1735 1.9422 -1.6196  C32 1.274, C38 1.440
7 O 5.2911 2.9542 1.9117  C30 1.399, C40 1.359
8 O -2.1199 3.2837 -3.2095  C32 1.435
9 O -2.6620 -2.3106 1.2940  C35 1.304, C47 1.401
10 O 3.8937 1.2067 1.8806  C37 1.442, C40 1.325
11 O -0.4745 0.2030 4.2795  C26 1.303, C43 1.423
12 O -0.2896 -2.9845 -2.4162  C42 1.425, C44 1.361
13 O -3.3951 -0.9945 -5.1663  C36 1.387, C45 1.315
14 O -1.8290 3.6148 -0.8021  C32 1.378, C39 1.397
15 O -0.6191 0.8446 2.2009  C26 1.315, C31 1.419
16 O 1.6383 -2.1624 6.1584  C28 1.348, C41 1.406
17 O 0.2403 2.4574 3.7407  C26 1.424
18 O -0.0407 -2.9396 5.0145  C28 1.296, C46 1.385
19 O -0.8256 -0.8929 -1.2646  C44 1.448
20 O 1.9964 -2.5304 3.7322  C28 1.456
21 O -3.6879 -2.3680 -0.9003  C35 1.450
22 O 5.0341 1.7038 3.9951  C40 1.437
23 O -3.8870 0.5191 -6.9647  C45 1.396
24 O 2.5063 1.1402 -0.8167  C25 1.491
25 C 2.7469 1.8173 -2.1232  O2 1.326, O4 1.360, O24 1.491
26 C -0.3158 1.1829 3.4347  O11 1.303, O15 1.315, O17 1.424
27 C 0.8963 -1.7790 0.6906  O5 1.392, H49 1.086, H80 1.108, H87 1.040
28 C 1.1888 -2.5350 4.9436  O16 1.348, O18 1.296, O20 1.456
29 C -2.6740 -5.0879 -0.8649  O3 1.368, H54 1.109, H64 1.129, H72 1.072
30 C 5.9976 3.9021 2.6596  O7 1.399, H58 1.096, H65 1.077, H75 1.054
31 C -0.3230 1.7428 1.1434  O15 1.419, H59 1.096, H77 1.084, H83 1.085
32 C -2.4389 2.9570 -1.8488  O6 1.274, O8 1.435, O14 1.378
33 C 4.6238 3.0868 -1.2054  O2 1.441, H73 1.141, H78 1.040, H81 1.084
34 C -1.5671 1.7587 -6.1327  O1 1.407, H53 1.126, H74 1.114, H95 1.111
35 C -2.9740 -2.9659 0.2109  O3 1.385, O9 1.304, O21 1.450
36 C -4.6269 -1.6278 -5.2314  O13 1.387, H85 1.065, H89 1.131, H93 1.049
37 C 3.2647 0.0813 2.5254  O10 1.442, H51 1.037, H60 1.102, H96 1.081
38 C -3.4978 0.9914 -2.6520  O6 1.440, H67 1.127, H71 1.124, H84 1.103
39 C -0.5763 4.1603 -1.0948  O14 1.397, H68 1.084, H91 1.042, H94 1.063
40 C 4.7294 1.9318 2.6089  O7 1.359, O10 1.325, O22 1.437
41 C 2.9971 -1.8595 6.3580  O16 1.406, H63 1.070, H70 1.061, H92 1.112
42 C -1.2514 -2.6725 -3.4198  O12 1.425, H57 1.101, H66 1.047, H69 1.123
43 C -0.3219 0.4269 5.6768  O11 1.423, H86 1.057, H88 1.054, H90 1.067
44 C -0.1357 -2.1639 -1.3412  O5 1.285, O12 1.361, O19 1.448
45 C -3.0667 -0.0001 -5.9609  O1 1.345, O13 1.315, O23 1.396
46 C -0.6261 -3.3734 3.8362  O18 1.385, H52 1.058, H55 1.144, H56 1.080
47 C -3.0275 -0.9581 1.3262  O9 1.401, H61 1.042, H76 1.086, H79 1.100
48 C 0.9886 0.6341 -3.2694  O4 1.396, H50 1.097, H62 1.153, H82 1.067
49 H 1.3717 -2.3841 1.4570  C27 1.086
50 H 0.1388 0.8390 -2.6066  C48 1.097
51 H 2.3009 0.4135 2.7154  C37 1.037
52 H -0.2923 -4.2944 3.4359  C46 1.058
53 H -0.4875 2.0010 -5.9227  C34 1.126
54 H -3.7196 -4.8735 -1.1650  C29 1.109
55 H -0.5074 -2.6551 2.9531  C46 1.144
56 H -1.6896 -3.4811 3.9919  C46 1.080
57 H -1.1568 -3.2979 -4.3205  C42 1.101
58 H 6.9251 3.4429 3.0189  C30 1.096
59 H -0.7080 2.7481 1.3485  C31 1.096
60 H 3.8007 -0.2244 3.4387  C37 1.102
61 H -2.7982 -0.5376 2.2512  C47 1.042
62 H 1.2199 -0.4104 -2.8396  C48 1.153
63 H 3.0563 -1.2120 7.2081  C41 1.070
64 H -2.7256 -6.1674 -0.5395  C29 1.129
65 H 6.2595 4.7794 2.0916  C30 1.077
66 H -2.2322 -2.6755 -3.0541  C42 1.047
67 H -4.1249 1.4043 -3.4930  C38 1.127
68 H -0.6080 5.1824 -1.4538  C39 1.084
69 H -1.2501 -1.6176 -3.8059  C42 1.123
70 H 3.3127 -1.2716 5.5326  C41 1.061
71 H -2.6147 0.4388 -3.0744  C38 1.124
72 H -1.9642 -4.9283 -1.6517  C29 1.072
73 H 5.5225 2.3847 -1.1914  C33 1.141
74 H -2.1991 2.5072 -5.6027  C34 1.114
75 H 5.4210 4.2236 3.4816  C30 1.054
76 H -2.6372 -0.3369 0.5257  C47 1.086
77 H -0.7611 1.4181 0.2069  C31 1.084
78 H 4.1046 2.9306 -0.3179  C33 1.040
79 H -4.1197 -0.8263 1.3543  C47 1.100
80 H 0.0263 -1.3046 1.1861  C27 1.108
81 H 5.0273 4.0925 -1.1984  C33 1.084
82 H 0.7521 0.5733 -4.3084  C48 1.067
83 H 0.7381 1.7512 0.9171  C31 1.085
84 H -4.0348 0.2033 -2.0978  C38 1.103
85 H -5.3920 -0.9670 -5.5657  C36 1.065
86 H -0.6335 -0.4216 6.2248  C43 1.057
87 H 1.4950 -1.0369 0.2755  C27 1.040
88 H 0.6752 0.7019 5.8801  C43 1.054
89 H -4.9447 -1.9682 -4.2010  C36 1.131
90 H -0.9805 1.2085 5.9839  C43 1.067
91 H 0.0881 4.0258 -0.3027  C39 1.042
92 H 3.6148 -2.7736 6.4956  C41 1.112
93 H -4.5689 -2.4585 -5.8697  C36 1.049
94 H -0.1044 3.5374 -1.8160  C39 1.063
95 H -1.4827 1.9469 -7.2240  C34 1.111
96 H 3.2616 -0.7307 1.8115  C37 1.081

C16H31BrN5O5 | ωB97M-V/def2-TZVPD

Computed properties:
* HOMO energy: -12.026 eV
* net charge: +1
* gap between HOMO and LUMO: 7.914 eV
* E: -104815.4855 eV
* largest force on an atom: 0.4 eV/Å
* molecular weight: 453.4 g mol⁻¹

Bonds (Å) are listed after each position.
Geometry (Å):
1 Br -4.2364 -0.4387 2.1631  N10 1.830
2 O -0.1159 4.5841 -4.1227  C14 1.436, C15 1.351
3 O 1.3493 -5.7686 4.8214  C17 1.202
4 O -1.4762 0.2935 1.1826  N8 1.378, C24 1.456
5 O 3.4251 -5.0668 4.9294  C17 1.340, C21 1.436
6 O -1.2178 5.6693 -2.5732  C15 1.201
7 N -3.3318 -3.0148 2.6580  N10 1.380, C22 1.327, H36 1.009
8 N -0.9538 -0.9817 1.1648  O4 1.378, C18 1.321, C20 1.459
9 N -1.2734 -3.1838 1.9207  C18 1.356, C22 1.315
10 N -2.9894 -1.7786 2.1500  Br1 1.830, N7 1.380, C18 1.360
11 N 1.6374 -0.9205 -1.2442  C25 1.264, H58 1.021
12 C 4.5291 -2.8977 5.1792  C21 1.513, H28 1.091, H33 1.089, H55 1.090
13 C -2.1516 5.8489 -4.7502  C15 1.509, H37 1.086, H48 1.086, H57 1.091
14 C 0.0311 4.1016 -5.4668  O2 1.436, C27 1.513, H29 1.090, H30 1.089
15 C -1.1526 5.3567 -3.7314  O2 1.351, O6 1.201, C13 1.509
16 C -0.2616 -2.4972 -1.3791  C25 1.509, H31 1.091, H42 1.089, H45 1.088
17 C 2.1742 -4.9743 4.4567  O3 1.202, O5 1.340, C23 1.514
18 C -1.7115 -1.9182 1.7067  N8 1.321, N9 1.356, N10 1.360
19 C -1.3307 3.3489 -0.3194  C26 1.525, H34 1.090, H43 1.092, H52 1.087
20 C 0.4365 -1.1675 0.7627  N8 1.459, C25 1.522, H47 1.088, H54 1.091
21 C 4.4975 -4.2315 4.4664  O5 1.436, C12 1.513, H50 1.091, H56 1.088
22 C -2.2773 -3.8047 2.5009  N7 1.327, N9 1.315, H32 1.079
23 C 1.7891 -3.8480 3.5214  C17 1.514, H35 1.087, H44 1.091, H46 1.086
24 C -1.6420 0.8313 -0.1604  O4 1.456, C26 1.524, H38 1.092, H49 1.094
25 C 0.6562 -1.5070 -0.7051  N11 1.264, C16 1.509, C20 1.522
26 C -2.2882 2.2029 -0.0098  C19 1.525, C24 1.524, H39 1.093, H41 1.091
27 C 0.6782 5.1255 -6.3730  C14 1.513, H40 1.089, H51 1.090, H53 1.090
28 H 3.6343 -2.3082 4.9757  C12 1.091
29 H -0.9280 3.7596 -5.8569  C14 1.090
30 H 0.6698 3.2258 -5.3629  C14 1.089
31 H -0.9061 -1.9754 -2.0885  C16 1.091
32 H -2.2721 -4.8334 2.8270  C22 1.079
33 H 4.5998 -3.0491 6.2557  C12 1.089
34 H -0.8338 3.2050 -1.2785  C19 1.090
35 H 2.5950 -3.4420 2.9147  C23 1.087
36 H -4.2354 -3.1884 3.0726  N7 1.009
37 H -2.2728 5.2101 -5.6196  C13 1.086
38 H -0.6580 0.9030 -0.6277  C24 1.092
39 H -2.6327 2.2865 1.0240  C26 1.093
40 H 1.6429 5.4290 -5.9679  C27 1.089
41 H -3.1650 2.2495 -0.6568  C26 1.091
42 H 0.3310 -3.2171 -1.9423  C16 1.089
43 H -0.5552 3.4115 0.4463  C19 1.092
44 H 1.3679 -3.0428 4.1257  C23 1.091
45 H -0.8863 -3.0501 -0.6812  C16 1.088
46 H 1.0097 -4.2352 2.8713  C23 1.086
47 H 0.9531 -0.2340 0.9755  C20 1.088
48 H -3.1077 5.9678 -4.2483  C13 1.086
49 H -2.2501 0.1279 -0.7373  C24 1.094
50 H 4.4506 -4.1188 3.3826  C21 1.091
51 H 0.0583 6.0151 -6.4826  C27 1.090
52 H -1.8454 4.3057 -0.3524  C19 1.087
53 H 0.8371 4.6984 -7.3635  C27 1.090
54 H 0.8613 -1.9446 1.4002  C20 1.091
55 H 5.3963 -2.3230 4.8534  C12 1.090
56 H 5.3929 -4.8072 4.6909  C21 1.088
57 H -1.8252 6.8329 -5.0887  C13 1.091
58 H 1.7803 -1.2215 -2.2091  N11 1.021